{
  "formula": "C15H17N3O3S",
  "method": "wB97M-V/def2-TZVPD",
  "species": ["C", "C", "H", "H", "O", "C", "O", "C", "C", "H", "H", "H", "H", "S", "C", "N", "C", "N", "C", "C", "O", "C", "H", "H", "H", "H", "C", "N", "C", "C", "C", "C", "H", "H", "H", "H", "H", "H", "H"],
  "coordinates": [[0.8103, 3.2636, -2.5661], [0.8816, 2.4248, -1.2983], [1.4908, 2.9163, -0.5363], [1.2732, 1.4238, -1.5117], [-0.4048, 2.2720, -0.6888], [-1.2077, 1.3570, -1.2241], [-1.0100, 0.7619, -2.2480], [-2.5233, 1.2584, -0.4569], [-3.2809, -0.0080, -0.8153], [-3.4476, -0.0351, -1.8893], [-2.6900, -0.8793, -0.5434], [-4.2363, -0.0408, -0.2977], [-3.1161, 2.1469, -0.6963], [-2.2698, 1.3902, 1.3484], [-0.9695, 0.2544, 1.5610], [-0.3609, -0.2282, 0.5015], [0.6197, -1.1091, 0.6881], [0.9978, -1.5724, 1.8669], [0.4004, -1.0829, 2.9482], [-0.5995, -0.1259, 2.8719], [-1.2621, 0.4565, 3.8926], [-0.9175, 0.0808, 5.2070], [-1.1055, -0.9834, 5.3799], [0.1313, 0.3052, 5.4238], [-1.5583, 0.6733, 5.8570], [0.7499, -1.4850, 3.8892], [1.3189, -1.6201, -0.5015], [1.5401, -0.7680, -1.4949], [2.1418, -1.2118, -2.5810], [2.5647, -2.5237, -2.7389], [2.3590, -3.4082, -1.6911], [1.7271, -2.9525, -0.5480], [1.5413, -3.5956, 0.2970], [2.6841, -4.4362, -1.7655], [3.0469, -2.8405, -3.6507], [2.2930, -0.4761, -3.3601], [0.2134, 2.7502, -3.3152], [0.3615, 4.2326, -2.3573], [1.8129, 3.4149, -2.9562]],
  "forces_ev_per_a": [[-0.1614, -0.1651, 0.3203], [0.3804, -0.0361, -0.4401], [-0.0597, -0.0880, -0.0598], [-0.0447, 0.2766, 0.1412], [-0.0957, 0.2992, 0.0647], [-0.3934, 0.1625, -0.2836], [0.0144, 0.0927, -0.1619], [0.2518, -0.2640, 0.4114], [0.0126, 0.1042, -0.1146], [-0.0286, -0.0508, -0.0709], [-0.0073, -0.0627, -0.0017], [-0.0390, 0.0029, 0.0287], [0.1007, -0.0168, 0.0220], [-0.3930, 0.2664, 0.0344], [-0.0374, -0.0522, 0.3435], [0.0996, -0.1515, 0.0938], [-0.1972, 0.0694, 0.6633], [0.3280, -0.2267, -0.3906], [-0.3769, 0.3267, 0.3310], [0.2247, -0.1979, -0.3731], [-0.0602, 0.0675, -0.3402], [0.0576, -0.0695, 0.2619], [0.0068, 0.0387, -0.0210], [-0.0361, -0.0064, -0.0230], [0.0763, -0.0743, 0.0035], [-0.0806, 0.0683, 0.1561], [0.3553, -0.5608, -0.3439], [-0.2223, 0.1207, 0.3300], [0.1722, -0.1776, -0.2578], [-0.0103, -0.0098, 0.0854], [-0.0219, 0.0856, -0.0312], [-0.0327, 0.1614, -0.0535], [-0.0027, -0.0549, 0.0674], [0.0055, -0.0564, -0.0073], [0.0373, 0.0024, -0.0790], [0.0513, 0.0072, -0.1409], [-0.0047, -0.0010, -0.0778], [0.0028, 0.1174, -0.0204], [0.1284, 0.0531, -0.0662]],
  "lowdin_charge": [-0.063, -0.210, 0.124, 0.087, -0.047, -0.579, 0.104, -0.494, -0.104, 0.082, 0.077, 0.074, 0.119, 1.076, -0.473, 0.155, -0.270, 0.138, -0.053, -0.268, -0.108, -0.071, 0.099, 0.099, 0.097, 0.114, -0.207, 0.118, -0.126, -0.060, -0.064, -0.010, 0.107, 0.105, 0.100, 0.111, 0.070, 0.076, 0.074],
  "lumo_energy_ev": 0.607,
  "energy_ev": -37278.9423,
  "homo_energy_ha": -0.307,
  "smiles": "CCOC(=O)[C@@H](C)Sc1nc(-c2ccccn2)ncc1OC",
  "de_lowest_kj_mol": 232.5,
  "homo_lumo_gap_ev": 8.963
}